This record from OMol25 describes a gas-phase ion, C7H11FNS (charge +1). The level of theory is the ωB97M-V functional and the def2-TZVPD basis.

Geometry as ORCA input:
```
! wB97M-V def2-TZVPD RIJCOSX def2/J DEFGRID3
* xyz 1 1
C -3.225 0.285 0.197
S -1.728 0.329 1.089
C -0.314 -0.301 -0.334
F -0.954 -1.305 -1.096
C 0.025 0.847 -1.112
C 0.888 1.757 -0.624
C 1.384 1.575 0.642
C 1.212 0.398 1.297
C 0.736 -0.789 0.549
N 1.943 -1.456 -0.128
H -3.730 -0.667 0.198
H -2.900 0.452 -0.786
H -3.904 0.985 0.473
H -0.456 0.985 -2.160
H 1.024 2.672 -1.142
H 2.005 2.371 1.188
H 1.596 0.194 2.211
H 0.282 -1.501 1.282
H 2.541 -1.842 0.670
H 2.411 -0.725 -0.719
H 1.721 -2.409 -0.672
*
```

Values from the calculation:
lowest unoccupied orbital energy = -4.53 eV
SMILES string = CS[C@@]1(F)C=CC=C[C@@H]1[NH3+]
HOMO-LUMO gap = 7.72 eV
HOMO energy = -0.4501 Eh

Mulliken atomic charge list, values in e, 5 entries: -0.78 0.05 0.34 -0.38 -0.37

***

This record from OMol25 describes C7H11FSi in the gas phase. The level of theory is the ωB97M-V functional and the def2-TZVPD basis.

Geometry as ORCA input:
```
! wB97M-V def2-TZVPD RIJCOSX def2/J DEFGRID3
* xyz 0 1
C 1.965 -0.141 1.874
Si 1.374 0.283 0.101
C 2.244 -0.812 -1.193
F 1.693 1.854 -0.241
C -0.834 -0.062 0.333
C -1.382 -0.352 -1.039
C -2.531 0.263 -1.339
C -3.007 0.949 -0.133
C -2.106 0.792 0.807
H 2.391 -1.084 1.888
H 2.672 0.574 2.178
H 1.123 -0.033 2.555
H 1.339 -1.420 -1.516
H 2.596 -0.085 -1.908
H 3.062 -1.410 -0.793
H -0.778 -1.015 0.853
H -0.894 -1.001 -1.705
H -3.097 0.144 -2.378
H -3.873 1.611 -0.239
H -1.957 0.945 1.894
*
```

Values from the calculation:
lowest unoccupied orbital energy = 0.81 eV
SMILES string = C[Si](C)(F)C1C=CC=C1
HOMO-LUMO gap = 9.18 eV
HOMO energy = -0.3076 Eh

Mulliken atomic charge list, values in e, 5 entries: -1.11 0.72 -0.93 -0.32 -0.06

***

This record from OMol25 describes C7H11IN2 in the gas phase. The level of theory is the ωB97M-V functional and the def2-TZVPD basis.

Geometry as ORCA input:
```
! wB97M-V def2-TZVPD RIJCOSX def2/J DEFGRID3
* xyz 0 3
C 0.534 2.286 1.064
C 1.700 1.718 0.249
C 0.315 1.158 -0.006
C 0.039 -0.206 0.534
C -1.335 -0.665 -0.088
C 1.139 -0.907 -1.982
C -1.865 -2.018 0.548
N -1.138 -0.711 -1.493
N -0.057 -1.052 -1.955
I 2.672 -2.082 -2.674
H 0.250 2.024 2.005
H -0.042 3.185 0.711
H 2.257 2.200 -0.500
H 2.328 1.144 0.826
H -0.119 1.511 -0.909
H 0.187 -0.118 1.540
H -1.930 0.187 0.077
H 0.704 -1.042 0.158
H -2.546 -2.371 -0.248
H -2.159 -1.621 1.562
H -0.933 -2.621 0.581
*
```

Values from the calculation:
lowest unoccupied orbital energy (alpha / beta) = 0.68 / -1.90 eV
⟨S²⟩ = 2.02
HOMO-LUMO gap (alpha / beta) = 7.27 / 7.10 eV
HOMO energy (alpha / beta) = -0.2424 / -0.3309 Eh

Mulliken atomic charge list, values in e, 5 entries: -0.61 -0.83 -0.23 -1.23 0.05

***

This record from OMol25 describes a gas-phase ion, C7H11IN2 (charge +2). The level of theory is the ωB97M-V functional and the def2-TZVPD basis.

Geometry as ORCA input:
```
! wB97M-V def2-TZVPD RIJCOSX def2/J DEFGRID3
* xyz 2 3
C -1.742 0.677 -0.012
C -0.966 0.064 -0.874
C 0.422 0.098 1.104
C 0.484 1.412 0.613
C 1.334 -1.845 -1.480
C -1.448 1.822 2.113
C 1.524 -0.305 -1.178
N -0.890 1.148 1.033
N 0.418 0.155 -0.382
I 1.670 3.168 0.420
H -2.696 0.856 0.067
H -1.195 -0.456 -1.786
H 0.661 -0.447 1.962
H 0.350 -2.080 -2.035
H 2.239 -2.151 -2.093
H 1.371 -2.493 -0.539
H -0.570 2.384 2.659
H -2.308 2.515 1.807
H -2.042 1.297 2.939
H 1.387 0.354 -2.019
H 2.421 0.074 -0.725
*
```

Values from the calculation:
lowest unoccupied orbital energy (alpha / beta) = -9.17 / -13.32 eV
⟨S²⟩ = 2.01
HOMO-LUMO gap (alpha / beta) = 5.03 / 4.36 eV
HOMO energy (alpha / beta) = -0.5217 / -0.6499 Eh

Mulliken atomic charge list, values in e, 5 entries: -0.72 -0.34 0.07 -0.50 -0.99

***

This record from OMol25 describes C7H11IN2O2S in the gas phase. The level of theory is the ωB97M-V functional and the def2-TZVPD basis.

Geometry as ORCA input:
```
! wB97M-V def2-TZVPD RIJCOSX def2/J DEFGRID3
* xyz 0 1
H 1.576 3.314 -1.932
N 1.089 3.046 -1.093
C 0.338 2.046 -0.970
C -0.293 1.736 0.370
C -1.660 1.078 0.148
N -1.894 0.232 -0.757
C -2.990 -0.478 -1.054
S -2.115 -2.499 -0.615
I -4.760 -0.158 0.094
C 0.739 0.914 1.122
O 1.031 1.178 2.259
O 1.280 0.011 0.271
C 2.288 -0.844 0.920
C 1.953 -2.296 0.738
H 0.028 1.227 -1.710
H -0.494 2.583 0.852
H -2.499 1.340 0.797
H -3.297 -0.557 -2.059
H -1.697 -2.766 -1.988
H 3.253 -0.671 0.558
H 2.390 -0.556 1.912
H 2.068 -2.550 -0.272
H 2.670 -2.803 1.305
H 0.995 -2.527 1.102
*
```

Values from the calculation:
lowest unoccupied orbital energy = -0.79 eV
SMILES string = [H]/N=C/[C@@H](/C=N/[C@@H](S)I)C(=O)OCC
HOMO-LUMO gap = 8.39 eV
HOMO energy = -0.3375 Eh

Mulliken atomic charge list, values in e, 5 entries: 0.25 -0.63 -0.17 0.17 -0.30

***

This record from OMol25 describes C7H11N in the gas phase. The level of theory is the ωB97M-V functional and the def2-TZVPD basis.

Geometry as ORCA input:
```
! wB97M-V def2-TZVPD RIJCOSX def2/J DEFGRID3
* xyz 0 1
C -1.493 -1.309 -1.581
C -0.789 -0.512 -0.852
C -1.296 0.480 0.215
C 0.055 0.792 1.172
N 0.651 2.014 0.735
C 0.830 -0.522 0.753
C 1.845 -1.016 -0.220
C 0.616 -0.301 -0.705
H -2.570 -1.347 -1.524
H -1.014 -2.029 -2.284
H -2.112 0.027 0.825
H -1.677 1.309 -0.346
H -0.217 0.646 2.212
H 1.348 2.315 1.353
H -0.100 2.750 0.605
H 0.204 -1.334 1.215
H 2.818 -0.580 -0.330
H 2.006 -2.119 -0.245
H 0.898 0.736 -0.997
*
```

Values from the calculation:
lowest unoccupied orbital energy = 1.10 eV
SMILES string = C=C1C[C@H](N)[C@@H]2C[C@@H]12
HOMO-LUMO gap = 9.39 eV
HOMO energy = -0.3047 Eh

Mulliken atomic charge list, values in e, 5 entries: -1.06 0.21 -0.91 -0.16 -0.54

***

We obtain energy relative to the best compared isomer or geometry (same formula, charge and spin) values of 0.7983, 0.8518, 2.8380, 2.3199, 0.9036, 4.5720 eV for the records listed above, in that order.